#w
# C3H2N2O3

An isolated molecule of C3H2N2O3 (ωB97M-V with the def2-TZVPD basis set, the Open Molecules 2025 dataset).

Values from the calculation:
Spin multiplicity: 1
SMILES: O=Cn1oncc1=O
Kohn-Sham gap (eV): 9.632

Geometry (Å):
O: 2.1304 -1.5715 1.0306
C: 0.7517 -1.3724 0.9512
N: -0.2437 0.0062 0.8588
O: 0.6526 1.1340 0.5222
N: 0.2124 1.9239 -0.8364
C: -0.7185 1.2032 -1.3369
C: -0.9888 -0.1224 -0.4804
O: -1.8794 -0.9314 -0.7822
H: 0.0223 -2.2968 1.0362
H: -1.2986 1.4885 -2.1615


#x
# C3H2N2O3

A cluster of 2 separate species, C3H2N2O3 in total (ωB97M-V with the def2-TZVPD basis set, the Open Molecules 2025 dataset).

Values from the calculation:
Spin multiplicity: 1
Kohn-Sham gap (eV): 8.990

Geometry (Å):
C: -1.0909 -0.0085 -0.0479
C: -0.8327 -1.4474 0.0958
C: 1.0225 -0.3373 0.0674
H: -0.6303 2.5085 0.6306
H: -1.5768 -2.3040 -0.1923
N: 0.0344 0.6098 -0.0805
N: 0.3900 -1.6031 -0.2180
O: 0.5169 1.9520 -0.2113
O: -2.1961 0.4317 0.1305
O: 2.2595 -0.1953 0.2007


Stability verdict: #x, ahead by 22.6 kcal/mol


#w
# C3H2N2O3

An isolated molecule of C3H2N2O3 (ωB97M-V with the def2-TZVPD basis set, the Open Molecules 2025 dataset).

Values from the calculation:
Spin multiplicity: 1
SMILES: O=C1OC=N/C1=N/O
Kohn-Sham gap (eV): 8.897

Geometry (Å):
O: 0.0640 1.9237 0.0440
C: -0.3385 0.8064 0.0038
O: -1.6973 0.5990 -0.0185
C: -1.7952 -0.7015 -0.0249
N: -0.7360 -1.4886 -0.0105
C: 0.2737 -0.5764 -0.0030
N: 1.4879 -0.9807 0.0827
O: 2.3255 0.1371 -0.1193
H: -2.8066 -0.9808 0.0770
H: 3.1656 -0.1834 0.3130


#x
# C3H2N2O3

An isolated molecule of C3H2N2O3 (ωB97M-V with the def2-TZVPD basis set, the Open Molecules 2025 dataset).

Values from the calculation:
Spin multiplicity: 1
SMILES: O=CC1=NOC=NO1
Kohn-Sham gap (eV): 9.211

Geometry (Å):
O: -1.9414 -1.0370 2.2388
C: -0.5434 -1.0382 1.7607
C: -0.2732 -0.2649 0.4407
N: 0.5336 -0.8685 -0.2600
O: 0.7087 -0.2797 -1.6897
C: 0.6210 1.1527 -1.4900
N: -0.1036 1.8417 -0.7282
O: -0.9267 0.8454 -0.0167
H: 0.5254 -1.7488 2.0145
H: 1.3997 1.3973 -2.2702


Stability verdict: #w, ahead by 134.1 kcal/mol


#w
# C2H10N2S

A cluster of 2 separate species, C2H10N2S in total (ωB97M-V with the def2-TZVPD basis set, the Open Molecules 2025 dataset).

Values from the calculation:
Spin multiplicity: 1
SMILES: NCCN.S
Kohn-Sham gap (eV): 9.412

Geometry (Å):
N: 0.0120 0.1664 0.9534
C: -0.2728 -0.8364 -0.0823
C: -0.4416 -2.3148 0.3383
N: -0.5615 -3.0830 -0.8879
H: -0.7892 0.2601 1.5831
H: 0.7996 -0.0606 1.4980
H: -1.1583 -0.5831 -0.6482
H: 0.5699 -0.8011 -0.7867
H: 0.4294 -2.5833 0.8385
H: -1.2577 -2.3824 1.0532
H: -0.5948 -4.0977 -0.6155
H: -1.3723 -2.8811 -1.4821
S: 0.7341 2.9640 -0.2065
H: -0.5345 3.3813 -0.3727
H: 0.2950 1.6482 0.2425


#x
# C2H10N2S

A cluster of 2 separate species, C2H10N2S in total (ωB97M-V with the def2-TZVPD basis set, the Open Molecules 2025 dataset).

Values from the calculation:
Spin multiplicity: 1
SMILES: NCN.CS
Kohn-Sham gap (eV): 10.144

Geometry (Å):
N: -0.3242 -2.5603 -3.6549
C: 0.7824 -1.7298 -3.1540
N: 0.9651 -2.0911 -1.7120
H: -0.4667 -2.4189 -4.6503
H: -1.1762 -2.1646 -3.2589
H: 0.4899 -0.6816 -3.1501
H: 1.6701 -2.0068 -3.6889
H: 0.6658 -3.0626 -1.6223
H: 1.9668 -2.1949 -1.5508
C: -1.1194 2.8917 4.2413
S: -0.0566 4.3411 4.2519
H: -1.9813 3.1416 3.6295
H: -1.5154 2.6530 5.2300
H: -0.6774 1.9725 3.8825
H: 0.7771 3.9107 5.2069


Stability verdict: #w, ahead by 1.4 kcal/mol


#w
# C2H6N2O2S

An isolated molecule of C2H6N2O2S (ωB97M-V with the def2-TZVPD basis set, the Open Molecules 2025 dataset).

Values from the calculation:
Spin multiplicity: 1
SMILES: NC(=O)NSCO
Kohn-Sham gap (eV): 9.236

Geometry (Å):
N: -1.9740 -1.4938 -0.2004
C: -1.1266 -0.4688 -0.6628
O: -0.4646 -0.6432 -1.6479
N: -1.0362 0.7318 0.0854
S: 0.0609 1.9659 -0.2916
C: 1.7199 0.6751 -0.0181
O: 1.6706 -0.0126 1.1457
H: -1.9086 -1.4054 0.7622
H: -1.7668 -2.3185 -0.7056
H: -1.6062 0.9602 0.8041
H: 1.8235 -0.0580 -0.7905
H: 2.5613 1.3361 -0.1428
H: 2.0469 0.7312 1.6623


#x
# C2H6N2O2S

An isolated molecule of C2H6N2O2S (ωB97M-V with the def2-TZVPD basis set, the Open Molecules 2025 dataset).

Values from the calculation:
Spin multiplicity: 1
SMILES: CS/C(=N/O)NO
Kohn-Sham gap (eV): 9.103

Geometry (Å):
C: 2.1107 0.5519 0.1533
S: 1.5944 -1.0951 -0.3616
C: -0.1116 -0.4732 0.0011
N: -0.4673 0.7236 -0.6170
O: -1.6921 1.0752 0.0018
N: -1.0753 -1.2098 0.5962
O: -1.8893 -1.5610 -0.5431
H: 1.4807 1.2396 0.8155
H: 3.2397 0.4081 0.2864
H: 1.9228 1.2046 -0.7827
H: -1.9656 1.9108 -0.2546
H: -0.7179 -2.0234 1.2893
H: -2.4291 -0.7513 -0.5846


Stability verdict: #w, ahead by 106.8 kcal/mol


#w
# C22H24N4O2S

An isolated molecule of C22H24N4O2S (ωB97M-V with the def2-TZVPD basis set, the Open Molecules 2025 dataset).

Values from the calculation:
Spin multiplicity: 1
SMILES: CCn1c(=O)cc(SCC(=O)N2CCN(c3ccccn3)CC2)c2ccccc21
Kohn-Sham gap (eV): 8.613

Geometry (Å):
C: -5.8475 0.3211 -0.3763
C: -5.3474 -0.5855 0.7443
N: -3.9424 -0.3557 1.0381
C: -3.0489 -1.2451 0.4510
O: -3.4506 -2.1698 -0.2398
C: -1.6516 -1.0203 0.7198
C: -1.2098 0.0017 1.4858
S: 0.4865 0.2966 1.8397
C: 1.3405 -0.9756 0.8743
C: 1.1800 -0.7052 -0.6147
O: 0.6575 0.3078 -1.0274
N: 1.6274 -1.6846 -1.4453
C: 2.5192 -2.7544 -1.0583
C: 3.9866 -2.2620 -1.1931
N: 4.0203 -1.0709 -2.0178
C: 3.9663 0.1474 -1.3641
C: 3.7197 1.3538 -2.0354
C: 3.7321 2.5272 -1.3143
C: 4.0004 2.4957 0.0489
C: 4.2472 1.2636 0.6183
N: 4.2286 0.1253 -0.0556
C: 3.2455 -1.2763 -3.2225
C: 1.7419 -1.3686 -2.8581
C: -2.1619 0.9081 2.0724
C: -1.7614 1.9805 2.8744
C: -2.6804 2.8405 3.4254
C: -4.0334 2.6381 3.1775
C: -4.4549 1.5922 2.3885
C: -3.5361 0.6997 1.8172
H: -6.8981 0.1213 -0.5700
H: -5.2827 0.1230 -1.2837
H: -5.7292 1.3712 -0.1187
H: -5.9376 -0.4625 1.6547
H: -5.4182 -1.6270 0.4194
H: -0.9982 -1.7274 0.2370
H: 0.9763 -1.9563 1.1785
H: 2.3941 -0.8695 1.1426
H: 2.3306 -3.5892 -1.7405
H: 2.3132 -3.0924 -0.0455
H: 4.4090 -2.0013 -0.2240
H: 4.6047 -3.0314 -1.6643
H: 3.5121 1.3783 -3.0920
H: 3.5285 3.4650 -1.8102
H: 4.0084 3.3948 0.6426
H: 4.4609 1.1620 1.6753
H: 3.4247 -0.4798 -3.9419
H: 3.5918 -2.2127 -3.6686
H: 1.2401 -2.1422 -3.4462
H: 1.2360 -0.4146 -3.0135
H: -0.7059 2.1203 3.0522
H: -2.3570 3.6645 4.0420
H: -4.7655 3.3077 3.6039
H: -5.5115 1.4731 2.2180


#x
# C22H24N4O2S

An isolated molecule of C22H24N4O2S (ωB97M-V with the def2-TZVPD basis set, the Open Molecules 2025 dataset).

Values from the calculation:
Spin multiplicity: 1
SMILES: CCn1c(=O)cc(SCC(=O)N2CCN(c3ccccn3)CC2)c2ccccc21
Kohn-Sham gap (eV): 8.344

Geometry (Å):
C: -6.7988 -0.1925 1.0274
C: -5.4966 0.0397 1.7874
N: -4.3411 -0.0210 0.9066
C: -3.6591 -1.2361 0.8902
O: -4.0277 -2.1621 1.5915
C: -2.5139 -1.3182 0.0122
C: -2.1414 -0.2896 -0.7776
S: -0.7829 -0.3636 -1.9062
C: -0.3360 -2.1286 -1.9654
C: 0.4879 -2.5978 -0.7794
O: 0.0354 -3.4153 0.0007
N: 1.7268 -2.0832 -0.6450
C: 2.3376 -1.1044 -1.5244
C: 3.8394 -1.0426 -1.2595
N: 4.0931 -0.6689 0.1118
C: 4.9205 0.3751 0.3992
C: 5.0738 0.8759 1.7047
C: 5.9624 1.9077 1.9127
C: 6.6747 2.4310 0.8392
C: 6.4451 1.8800 -0.4070
N: 5.6028 0.8874 -0.6297
C: 3.2223 -1.2601 1.1045
C: 2.5112 -2.4697 0.5127
C: -2.8668 0.9530 -0.7383
C: -2.5030 2.0508 -1.5238
C: -3.2095 3.2280 -1.4738
C: -4.3079 3.3250 -0.6268
C: -4.6888 2.2592 0.1559
C: -3.9805 1.0488 0.1266
H: -7.6395 -0.1396 1.7140
H: -6.7841 -1.1800 0.5730
H: -6.9373 0.5478 0.2424
H: -5.5047 0.9943 2.3172
H: -5.3607 -0.7637 2.5163
H: -1.9944 -2.2620 0.0542
H: 0.2125 -2.2425 -2.9006
H: -1.2553 -2.7118 -2.0117
H: 1.8984 -0.1139 -1.3532
H: 2.1690 -1.3753 -2.5700
H: 4.2973 -2.0142 -1.4819
H: 4.3082 -0.2884 -1.8935
H: 4.5102 0.4706 2.5284
H: 6.0994 2.3089 2.9069
H: 7.3772 3.2377 0.9712
H: 6.9606 2.2446 -1.2868
H: 3.8094 -1.5883 1.9690
H: 2.4746 -0.5312 1.4515
H: 1.8241 -2.9048 1.2420
H: 3.2424 -3.2366 0.2339
H: -1.6482 1.9555 -2.1765
H: -2.9173 4.0667 -2.0860
H: -4.8734 4.2437 -0.5815
H: -5.5474 2.3744 0.7953


Stability verdict: #x, ahead by 2.5 kcal/mol